1.
Molecular formula: C18H25F3N4O4
Method: DFT, ωB97M-V/def2-TZVPD

## Properties
HOMO	-9.4	eV
Kohn-Sham gap	0.3658	hartree
structure (SMILES)	CCCc1ncoc1C(=O)NC1(CNC(=O)[C@@H](NC(=O)C(F)(F)F)C(C)C)CC1
energy relative to the best compared isomer or geometry (same formula, charge and spin)	20.19	kJ/mol
E_tot	-41376.2639	eV

Each line ends with the natural charge from an NBO analysis.
Geometry (Å):
1 C 1.43290 4.82665 -0.00129  -0.602
2 C 0.24065 4.07760 0.57682  -0.382
3 C 0.66315 2.75530 1.22193  -0.445
4 C -0.49058 2.02884 1.81233  0.216
5 N -0.85939 2.18780 3.14046  -0.455
6 C -1.88524 1.42862 3.29386  0.356
7 O -2.27252 0.76728 2.19096  -0.422
8 C -1.36596 1.17134 1.23284  0.068
9 C -1.47956 0.64091 -0.12440  0.647
10 O -0.70014 0.98108 -1.00752  -0.650
11 N -2.49593 -0.24188 -0.32756  -0.610
12 C -2.81874 -0.75808 -1.62903  0.073
13 C -2.11517 -2.03529 -2.01369  -0.207
14 N -0.65565 -1.88788 -1.95480  -0.633
15 C 0.00080 -2.48441 -0.90958  0.699
16 O -0.17275 -3.64908 -0.59852  -0.622
17 C 1.14338 -1.70431 -0.25225  -0.160
18 N 1.13384 -2.12660 1.14024  -0.595
19 C 1.31834 -1.27006 2.15237  0.585
20 O 1.63459 -0.10360 2.06681  -0.595
21 C 1.09063 -1.86823 3.55793  0.905
22 F 0.75488 -3.17203 3.52311  -0.327
23 F 2.19145 -1.75120 4.30121  -0.305
24 F 0.09787 -1.21323 4.17139  -0.313
25 C 2.48881 -2.00781 -0.94088  -0.211
26 C 3.62995 -1.29583 -0.22114  -0.605
27 C 2.45880 -1.60299 -2.41204  -0.618
28 C -4.23240 -0.56779 -2.09827  -0.412
29 C -3.12302 0.24974 -2.69746  -0.402
30 H 1.12852 5.76757 -0.46063  0.209
31 H 2.16500 5.05442 0.77601  0.203
32 H 1.93373 4.22719 -0.76416  0.203
33 H -0.26773 4.69603 1.32140  0.199
34 H -0.48544 3.86498 -0.21210  0.202
35 H 1.13680 2.11858 0.47506  0.239
36 H 1.38311 2.93503 2.02166  0.230
37 H -2.46061 1.26069 4.18931  0.198
38 H -3.07479 -0.49190 0.45818  0.416
39 H -2.38825 -2.85614 -1.34815  0.223
40 H -2.42763 -2.31991 -3.02103  0.200
41 H -0.39638 -0.91070 -2.06284  0.413
42 H 0.96254 -0.62756 -0.28107  0.245
43 H 0.80984 -3.06843 1.31364  0.443
44 H 2.64064 -3.09038 -0.87299  0.208
45 H 3.49515 -0.21311 -0.26694  0.213
46 H 3.69680 -1.57922 0.82827  0.214
47 H 4.58081 -1.54240 -0.69554  0.212
48 H 2.23283 -0.53671 -2.50947  0.206
49 H 3.43525 -1.77497 -2.86533  0.218
50 H 1.71951 -2.16354 -2.98338  0.221
51 H -4.66876 -1.36088 -2.68956  0.222
52 H -4.90984 -0.06912 -1.41939  0.224
53 H -3.05320 1.29124 -2.42241  0.234
54 H -2.80083 0.01436 -3.70236  0.222

***

2.
Molecular formula: C2H4N4O
Method: DFT, ωB97M-V/def2-TZVPD

## Properties
HOMO	-9.4	eV
Kohn-Sham gap	0.3702	hartree
structure (SMILES)	Nc1nonc1N
energy relative to the best compared isomer or geometry (same formula, charge and spin)	314.51	kJ/mol
E_tot	-10143.8751	eV

Each line ends with the natural charge from an NBO analysis.
Geometry (Å):
1 C -0.51270 0.60011 0.00067  0.251
2 C 0.81570 -0.09932 -0.19092  0.263
3 H -2.57631 0.86392 0.28227  0.412
4 H -1.80997 -0.73375 0.41868  0.387
5 H 0.81552 -1.60316 1.22654  0.378
6 H 1.80032 -1.91644 0.03521  0.386
7 N -1.70677 0.31780 0.64449  -0.809
8 N -0.33359 1.69336 -0.69141  -0.151
9 N 1.64073 0.61535 -0.80165  -0.131
10 N 0.89634 -1.47184 0.17730  -0.827
11 O 0.97072 1.73398 -1.10119  -0.158

***

3.
Molecular formula: C15H47BO6
Method: DFT, ωB97M-V/def2-TZVPD

## Properties
HOMO	-7.8	eV
Kohn-Sham gap	0.2862	hartree
energy relative to the best compared isomer or geometry (same formula, charge and spin)	3450.14	kJ/mol
E_tot	-29241.1656	eV

Each line ends with the natural charge from an NBO analysis.
Geometry (Å):
1 O -1.42567 1.28547 -0.68111  -0.755
2 H -2.23828 0.78038 -0.75949  0.538
3 H -0.74702 0.72822 -0.29315  0.420
4 H -1.13097 1.68875 -1.50094  0.557
5 B -0.36580 -0.15973 0.12500  -0.987
6 H 0.28112 -0.87439 0.60977  0.240
7 H -1.40523 -0.39040 0.29995  0.076
8 H -0.11754 0.81305 0.52037  0.216
9 H -0.21080 -0.27766 -0.93628  0.137
10 C 2.62435 -0.53129 0.40677  -0.651
11 C 2.08697 0.68819 -0.37977  0.067
12 C 3.19797 1.32920 -1.20142  -0.628
13 O 1.09403 0.31099 -1.30191  -0.699
14 H 1.74560 -0.94794 0.89901  0.242
15 H 3.39814 -0.35905 1.15489  0.226
16 H 2.95532 -1.26136 -0.33185  0.204
17 H 1.64671 1.44973 0.26392  0.173
18 H 2.94215 2.20465 -1.79830  0.227
19 H 3.65215 0.59374 -1.86543  0.207
20 H 4.02816 1.65490 -0.57467  0.211
21 H 0.44440 -0.16833 -0.78245  0.391
22 C 2.41089 -0.72752 -3.51483  -0.641
23 C 0.98306 -0.24165 -3.64163  0.067
24 C -0.13497 -1.17246 -3.17278  -0.602
25 O 0.82920 1.00861 -2.95804  -0.829
26 H 3.08572 0.06652 -3.19511  0.218
27 H 2.74136 -1.05418 -4.50082  0.210
28 H 2.56411 -1.54810 -2.81393  0.195
29 H 0.74299 0.02227 -4.67159  0.169
30 H -0.18872 -2.13221 -3.68669  0.202
31 H -1.07936 -0.64963 -3.32402  0.202
32 H -0.03040 -1.37617 -2.10710  0.186
33 H 1.10592 0.86277 -2.05044  0.429
34 C -2.67454 -2.20580 0.41980  -0.644
35 C -1.52537 -2.67019 -0.37187  0.072
36 C -1.55038 -2.12667 -1.78271  -0.627
37 O -0.30734 -2.33190 0.20620  -0.767
38 H -2.50904 -1.18734 0.77115  0.207
39 H -2.68889 -2.72215 1.37963  0.217
40 H -3.63118 -2.33596 -0.08616  0.218
41 H -1.53091 -3.75754 -0.44773  0.188
42 H -2.40946 -2.47966 -2.35322  0.210
43 H -0.63693 -2.39672 -2.31260  0.247
44 H -1.60323 -1.03821 -1.80653  0.157
45 H -0.33092 -1.37349 0.15622  0.461
46 C -0.57267 2.09485 1.88496  -0.586
47 C -1.53927 3.25388 2.09278  0.088
48 C -1.00419 4.39125 2.97706  -0.636
49 O -1.69659 3.82325 0.81452  -0.742
50 H -0.97723 1.38613 1.16237  0.178
51 H -0.41889 1.58801 2.83763  0.247
52 H 0.38969 2.46825 1.53490  0.210
53 H -2.49743 2.96249 2.52303  0.149
54 H -0.57160 4.03098 3.91042  0.212
55 H -1.69467 5.21643 3.15148  0.202
56 H -0.15746 4.85626 2.47217  0.210
57 H -2.35383 4.52124 0.86406  0.464
58 C -1.38094 -1.19068 2.42283  -0.666
59 C 0.10380 -0.95118 2.70129  0.084
60 C 0.94710 -2.15053 2.24597  -0.693
61 O 0.50238 0.22741 2.00954  -0.786
62 H -1.77508 -2.03488 2.98858  0.206
63 H -1.48682 -1.35760 1.35090  0.221
64 H -1.91334 -0.28889 2.72521  0.196
65 H 0.24350 -0.72559 3.75850  0.187
66 H 1.98415 -1.82342 2.32090  0.199
67 H 0.76572 -2.39744 1.19991  0.273
68 H 0.77127 -2.96710 2.94625  0.210
69 H 0.24481 0.07747 1.09697  0.416